[1]
Computed, not measured: a molecular structure, C40H53N5O5P2W, with ωB97M-V/def2-TZVPD.

CARTESIAN COORDINATES (ANGSTROEM)
W: -0.63876 -0.81154 -0.76686
N: -1.73824 -4.11706 1.72656
C: -1.73128 -3.11979 0.86204
O: -0.68610 -2.44373 0.69270
C: -2.92308 -2.79746 0.02052
C: -2.75090 -1.38868 -0.54832
H: -0.91558 -4.30647 2.28005
H: -2.56976 -4.65976 1.89162
H: -3.84400 -2.93933 0.59037
H: -2.94109 -3.54201 -0.78174
H: -3.33995 -0.66690 0.01778
H: -3.15489 -1.36528 -1.56167
C: 1.58520 0.62173 -3.41121
O: 1.08610 -0.54461 -2.75465
C: 1.24681 -1.72548 -3.54517
C: -0.12447 -2.31653 -3.68784
O: -0.63950 -2.56420 -2.35638
C: -0.32957 -3.92720 -1.97508
H: 2.61436 0.45746 -3.72929
H: 1.57458 1.44652 -2.70905
H: 0.96801 0.86361 -4.28223
H: 1.94107 -2.39957 -3.03948
H: 1.64810 -1.47506 -4.52892
H: -0.11784 -3.25122 -4.24838
H: -0.80489 -1.62373 -4.17614
H: -1.07741 -4.58917 -2.41153
H: -0.32472 -3.99773 -0.89639
H: 0.66243 -4.19527 -2.33751
N: 0.83339 0.58534 1.55193
P: 1.56845 -0.74720 0.53109
C: 2.85674 0.28358 -0.28354
C: 3.71380 -0.26052 -1.24419
C: 4.75197 0.49175 -1.77214
C: 4.95161 1.80401 -1.36622
C: 4.10816 2.35684 -0.41593
C: 3.07737 1.60092 0.12752
C: 2.40543 -1.50179 1.96708
C: 3.77109 -1.76989 1.89364
C: 4.44083 -2.28874 2.99107
C: 3.75280 -2.56377 4.16555
C: 2.38912 -2.31988 4.23690
C: 1.72078 -1.78102 3.14510
P: -0.81155 0.56748 1.33383
C: -1.59275 -0.12547 2.83835
C: -1.02417 0.22170 4.06580
C: -1.58327 -0.21360 5.25555
C: -2.73560 -0.98891 5.23922
C: -3.33115 -1.30693 4.02927
C: -2.76254 -0.87688 2.83714
C: -1.46341 2.25172 1.46425
C: -2.79387 2.48291 1.11753
C: -3.37502 3.71601 1.36881
C: -2.63238 4.72098 1.97812
C: -1.30633 4.49577 2.31941
C: -0.71887 3.26415 2.05849
H: 1.23155 0.85826 2.44560
H: 3.58217 -1.27749 -1.58259
H: 5.41208 0.04367 -2.50382
H: 5.76536 2.38568 -1.77854
H: 4.26190 3.37324 -0.07644
H: 2.44742 2.05051 0.88155
H: 4.32676 -1.56699 0.98591
H: 5.50355 -2.48049 2.92553
H: 4.27972 -2.96330 5.02154
H: 1.84289 -2.54338 5.14435
H: 0.65353 -1.61209 3.20896
H: -0.14056 0.84864 4.10762
H: -1.12831 0.06450 6.19686
H: -3.17524 -1.32740 6.16769
H: -4.25003 -1.87889 4.01256
H: -3.26761 -1.09810 1.90957
H: -3.38605 1.69150 0.66865
H: -4.41033 3.89006 1.10676
H: -3.08994 5.67785 2.19081
H: -0.72918 5.27694 2.79661
H: 0.31618 3.09567 2.33391
C: 2.24538 -4.53632 0.25595
C: 2.55428 -3.39127 -0.67433
O: 3.30783 -3.49803 -1.61333
O: 1.82678 -2.27523 -0.49897
H: 2.83339 -5.40669 -0.01967
H: 1.18093 -4.77265 0.18732
H: 2.44669 -4.26087 1.28730
C: -0.69277 4.78709 -1.04126
C: 0.48456 3.86132 -0.83690
N: 0.04218 2.48682 -1.04477
C: -0.97236 2.11216 -1.83926
N: -1.20057 0.79364 -2.00941
C: -2.05308 0.48052 -3.16752
C: -3.30945 1.32515 -3.11831
C: -2.88341 2.76742 -3.26635
N: -1.69856 3.05605 -2.45203
C: -1.31354 4.47255 -2.38575
H: -0.37134 5.82683 -1.00772
H: -1.42860 4.62913 -0.25022
H: 0.88721 3.93901 0.17200
H: 1.28987 4.09732 -1.53923
H: 0.66160 1.75958 -0.71706
H: -2.29808 -0.57708 -3.15266
H: -1.50381 0.67372 -4.09722
H: -3.80928 1.16223 -2.16061
H: -4.00464 1.06293 -3.91504
H: -3.67419 3.45468 -2.96402
H: -2.64037 2.98393 -4.31065
H: -2.21708 5.05695 -2.54940
H: -0.62063 4.70063 -3.20132

Calculated values
* ΔE to the lowest compared entry with this formula, charge and spin: 1.516 eV
* HOMO level (spin up / spin down): -12.764 / -13.456 eV
* M: 929.68 g mol⁻¹
* spin multiplicity: 3
* Kohn-Sham gap (spin up / spin down): 7.40 / 7.95 eV
* expectation value of S²: 2.020
* charge: +2

---

[2]
Computed, not measured: a molecular structure, C40H53N5O5P2W, with ωB97M-V/def2-TZVPD.

CARTESIAN COORDINATES (ANGSTROEM)
W: -0.34267 0.63388 0.44244
N: -2.50299 -0.42030 3.95646
C: -1.67819 0.16048 3.11074
O: -1.57297 -0.28677 1.93732
C: -0.88101 1.36539 3.44273
C: 0.20418 1.49603 2.37549
H: -3.04436 -1.21942 3.65842
H: -2.59016 -0.09253 4.90385
H: -0.49922 1.31752 4.46467
H: -1.56553 2.21633 3.38286
H: 1.12754 1.04242 2.74179
H: 0.39461 2.55766 2.24225
C: 4.30115 1.20516 -3.12925
O: 3.08528 0.81802 -2.50748
C: 2.16787 0.26836 -3.42625
C: 1.15828 -0.59368 -2.70730
O: 0.08299 0.10286 -2.05821
C: -0.93294 0.48725 -2.99240
H: 4.13552 1.98039 -3.88407
H: 4.78396 0.34542 -3.60320
H: 4.95403 1.60145 -2.35376
H: 2.69743 -0.38374 -4.13255
H: 1.68096 1.05612 -4.01525
H: 1.66944 -1.17337 -1.93901
H: 0.71238 -1.28607 -3.42401
H: -0.62508 1.36566 -3.56062
H: -1.83638 0.70706 -2.42580
H: -1.14846 -0.33761 -3.67400
N: 0.06308 -2.58858 0.42774
P: 1.12330 -1.48362 1.16059
C: 2.79179 -1.99254 0.71582
C: 3.30616 -3.20960 1.16996
C: 4.58315 -3.59601 0.80681
C: 5.35837 -2.76223 0.00554
C: 4.85650 -1.54916 -0.43786
C: 3.56993 -1.16158 -0.08595
C: 1.03792 -1.84119 2.93761
C: 0.00755 -2.59368 3.49018
C: -0.02183 -2.83280 4.85868
C: 0.96505 -2.30851 5.68006
C: 1.99444 -1.54992 5.13327
C: 2.03529 -1.32428 3.76710
P: -1.28620 -1.82689 -0.24374
C: -2.77718 -2.46158 0.58206
C: -3.87801 -1.62504 0.75551
C: -5.04350 -2.11690 1.32655
C: -5.10801 -3.44205 1.73962
C: -4.01440 -4.28022 1.56433
C: -2.85593 -3.79354 0.97646
C: -1.47891 -2.60518 -1.86869
C: -2.68527 -2.42335 -2.55020
C: -2.87926 -3.00338 -3.79222
C: -1.87838 -3.78636 -4.35726
C: -0.68746 -3.98693 -3.67590
C: -0.48350 -3.39222 -2.43700
H: 0.18329 -3.59243 0.48181
H: 2.71563 -3.84309 1.82288
H: 4.98519 -4.53848 1.15353
H: 6.36109 -3.06285 -0.26855
H: 5.46767 -0.90497 -1.05655
H: 3.17179 -0.23157 -0.46805
H: -0.77942 -2.99278 2.86033
H: -0.81396 -3.43834 5.28050
H: 0.94235 -2.49977 6.74479
H: 2.77367 -1.15049 5.76863
H: 2.86167 -0.76458 3.34062
H: -3.81424 -0.58845 0.44624
H: -5.90226 -1.46924 1.44872
H: -6.01563 -3.82441 2.18762
H: -4.06991 -5.31627 1.87079
H: -2.01973 -4.46650 0.81714
H: -3.48205 -1.83954 -2.10292
H: -3.81671 -2.85926 -4.31270
H: -2.03513 -4.25061 -5.32177
H: 0.08423 -4.61155 -4.10670
H: 0.45324 -3.55124 -1.91620
C: -4.25014 2.45548 0.17520
C: -2.77691 2.36747 0.47049
O: -2.20447 3.13853 1.21022
O: -2.13980 1.37165 -0.15004
H: -4.44138 3.34763 -0.42347
H: -4.79426 2.58278 1.10930
H: -4.61011 1.58219 -0.36254
C: -1.10896 5.73966 -1.31951
C: -1.45248 4.52791 -2.15986
N: -0.78664 3.35829 -1.59518
C: 0.33900 3.41161 -0.87039
N: 0.78040 2.28947 -0.24857
C: 2.14585 2.38490 0.30396
C: 3.02874 3.30516 -0.50995
C: 2.40954 4.67832 -0.44201
N: 0.99876 4.57751 -0.81835
C: 0.39837 5.84009 -1.26530
H: -1.51862 5.61962 -0.31438
H: -1.52145 6.64659 -1.75836
H: -1.13337 4.67784 -3.19417
H: -2.52374 4.33209 -2.16906
H: -1.33711 2.52940 -1.46373
H: 2.55668 1.37983 0.35353
H: 2.12451 2.77598 1.32457
H: 3.08434 2.97151 -1.54530
H: 4.03374 3.31581 -0.08784
H: 2.88122 5.36315 -1.14901
H: 2.49863 5.11544 0.55574
H: 0.80517 6.10754 -2.24522
H: 0.71335 6.60633 -0.55591

Calculated values
* ΔE to the lowest compared entry with this formula, charge and spin: 0.000 eV
* HOMO level (spin up / spin down): -12.965 / -13.704 eV
* M: 929.68 g mol⁻¹
* spin multiplicity: 3
* Kohn-Sham gap (spin up / spin down): 7.86 / 8.58 eV
* expectation value of S²: 2.015
* charge: +2

---

[3]
Computed, not measured: a molecular structure, C40H53N7OPPbS, with ωB97M-V/def2-TZVPD.

CARTESIAN COORDINATES (ANGSTROEM)
Pb: 0.60056 0.47911 0.09850
N: -2.39749 3.74295 0.47766
C: -2.14062 3.94443 1.81211
C: -1.13768 3.08066 2.13263
N: -0.77922 2.37354 1.01114
C: -1.55550 2.78661 0.03350
C: -1.35460 2.16982 -1.30677
N: -0.50053 1.31012 -1.53773
C: -1.61695 0.73416 -3.96907
C: -2.34815 1.94144 -3.53532
N: -2.24081 2.56678 -2.40353
H: -3.09501 4.25186 -0.04256
H: -2.67760 4.67066 2.39810
H: -0.66540 2.93710 3.08936
H: -1.83079 0.56642 -5.02084
H: -3.04303 2.41914 -4.22216
H: -2.78761 3.41713 -2.31236
C: -0.73679 -1.92165 -4.87033
C: -0.86969 -1.65036 -3.36344
C: -1.91323 -0.54604 -3.13171
C: 0.53472 -1.41607 -2.74558
C: 1.49651 -2.55126 -3.14655
O: 1.84420 -3.19488 -1.89943
C: 1.29417 -2.51863 -0.90721
N: 0.61434 -1.47081 -1.24082
C: 1.52191 -3.16920 0.42191
C: 1.93021 -4.50141 0.33311
C: 2.15670 -5.28309 1.45637
C: 1.98614 -4.74693 2.71638
C: 1.57720 -3.42641 2.83401
C: 1.34283 -2.62603 1.71449
P: 0.93449 -0.94644 2.22549
C: 2.45989 -0.11486 2.69468
C: 2.40334 1.25105 2.99735
C: 3.56013 1.94358 3.30654
C: 4.78500 1.28074 3.29758
C: 4.84895 -0.06696 2.98151
C: 3.68828 -0.76958 2.67841
C: -0.18394 -1.00893 3.62097
C: 0.12936 -0.30684 4.79057
C: -0.70498 -0.40496 5.89371
C: -1.83866 -1.20282 5.83909
C: -2.13723 -1.92051 4.68656
C: -1.31781 -1.82849 3.57450
H: -1.71775 -1.86950 -5.34436
H: -0.34480 -2.90906 -5.10023
H: -0.09081 -1.18977 -5.36409
H: -1.27793 -2.54173 -2.87443
H: -0.55752 0.98633 -3.85865
H: -1.97788 -0.32961 -2.07269
H: -2.89226 -0.92592 -3.43055
H: 0.92688 -0.44830 -3.06315
H: 2.41454 -2.22259 -3.62654
H: 1.02561 -3.31619 -3.75209
H: 2.06598 -4.94680 -0.63946
H: 2.46630 -6.31228 1.33332
H: 2.16512 -5.33940 3.60363
H: 1.43711 -3.01251 3.82512
H: 1.45040 1.77248 2.99999
H: 3.51424 2.99549 3.55565
H: 5.69077 1.82083 3.53928
H: 5.80219 -0.57827 2.97594
H: 3.74967 -1.82293 2.43703
H: 1.03066 0.28359 4.86219
H: -0.45448 0.12498 6.80281
H: -2.47960 -1.28421 6.70753
H: -3.00184 -2.57143 4.66025
H: -1.53734 -2.40726 2.68897
C: -8.13073 -1.91802 3.04837
C: -7.10918 -1.26765 3.97731
C: -5.68791 -1.28426 3.41849
C: -5.53467 -0.41212 2.17650
N: -4.17710 -0.42141 1.62494
C: -3.65392 -1.38077 0.84652
S: -1.99700 -1.31764 0.38052
N: -4.43403 -2.40070 0.50677
C: -4.09680 -3.52281 -0.37849
C: -4.53931 -4.85439 0.21198
C: -3.64054 -5.38922 1.32672
C: -3.71821 -4.62967 2.64834
H: -9.10742 -1.98149 3.52535
H: -7.83040 -2.93791 2.79009
H: -8.27047 -1.35848 2.12078
H: -7.10703 -1.79126 4.93399
H: -7.40347 -0.23715 4.19671
H: -5.40424 -2.31606 3.18171
H: -4.97784 -0.93118 4.17222
H: -5.77887 0.62347 2.41405
H: -6.22984 -0.70539 1.38774
H: -3.50322 0.23011 1.99272
H: -5.36384 -2.42704 0.89884
H: -3.01890 -3.51238 -0.52593
H: -4.57446 -3.35145 -1.34566
H: -4.56117 -5.57639 -0.60625
H: -5.57470 -4.77464 0.56418
H: -2.60493 -5.39543 0.96940
H: -3.90509 -6.43266 1.50383
H: -3.33885 -3.60750 2.55662
H: -3.13335 -5.13323 3.41891
H: -4.74904 -4.57473 3.00884
C: 2.62849 1.12695 -0.40472
H: 2.94683 1.85533 0.33456
H: 2.57044 1.55465 -1.40230
H: 3.24789 0.23425 -0.37355

Calculated values
* HOMO level: -15.507 eV
* M: 918.15 g mol⁻¹
* Kohn-Sham gap: 6.62 eV
* charge: +3

---

[4]
Computed, not measured: a molecular structure, C40H53N8NbO12P at a distorted geometry, with ωB97M-V/def2-TZVPD.

CARTESIAN COORDINATES (ANGSTROEM)
C: 2.35851 2.99676 4.81468
C: 1.58770 2.55707 3.39695
O: 0.67225 1.59250 3.49288
O: 2.04397 3.23979 2.18297
C: 0.95141 3.60902 1.27888
C: 1.24431 3.40405 -0.31681
C: 2.81349 3.26365 -0.74696
C: 3.19445 1.85390 -1.52365
Nb: 3.11276 -0.01181 -0.22695
C: 1.02120 -0.54587 -0.98156
C: 0.24250 -1.54828 0.10741
N: -1.25993 -1.38125 -0.20329
N: 0.64726 -3.01199 -0.05439
N: 0.53636 -1.03048 1.53081
P: 5.54130 0.22265 0.56736
C: 5.79049 1.77007 1.65524
C: 5.84365 -1.26284 1.79114
H: 3.29031 2.25262 4.87809
H: 1.71302 2.77716 5.76581
H: 2.68682 4.11476 4.68625
H: 0.76822 4.77813 1.43708
H: -0.08388 3.09970 1.50718
H: 0.80149 4.36939 -0.86279
H: 0.65049 2.49292 -0.78872
H: 3.59568 3.43697 0.10376
H: 3.01769 4.12271 -1.55157
H: 2.50593 1.78575 -2.47235
H: 4.31137 1.95262 -1.91824
H: 3.77761 -0.95413 -1.66276
H: 3.04502 -1.56495 0.76699
H: 2.44355 0.85152 1.21698
H: 0.29967 0.36891 -1.12288
H: 1.03648 -1.10405 -2.03687
H: -1.44643 -2.09575 -0.96682
H: -1.78182 -1.74829 0.62852
H: 1.34562 -3.09140 -0.84634
H: 1.11892 -3.35658 0.83434
H: 0.31111 -0.01192 1.46650
H: -0.12784 -1.46435 2.22301
H: 4.95449 2.58415 1.57771
H: 6.86305 2.26123 1.48727
H: 5.79866 1.41376 2.79158
H: 5.89958 -2.29710 1.24597
H: 4.87106 -1.27752 2.48262
H: 6.74279 -1.05492 2.52993
C: 1.27584 4.20133 -7.85291
C: 0.37523 3.14307 -7.72201
C: -0.09685 2.77794 -6.45978
C: 0.33804 3.48564 -5.33071
C: 1.24806 4.54348 -5.45844
C: 1.71534 4.89760 -6.72568
N: -0.17417 3.12309 -4.00380
O: -0.96316 2.16928 -3.93012
O: 0.20813 3.79374 -3.03421
H: 1.63679 4.48599 -8.83977
H: 0.03848 2.60427 -8.60509
H: -0.79844 1.95098 -6.37456
H: 1.59769 5.09803 -4.59012
H: 2.41961 5.71929 -6.83559
C: -7.77282 -3.55628 1.35944
C: -7.34733 -3.96292 0.09384
C: -5.98357 -4.03102 -0.19758
C: -5.05023 -3.69246 0.79187
C: -5.47475 -3.27652 2.06082
C: -6.84131 -3.20963 2.33960
N: -3.61485 -3.78645 0.49975
O: -3.27948 -4.14022 -0.64046
O: -2.82091 -3.51090 1.41068
H: -8.83713 -3.51015 1.58375
H: -8.07940 -4.23005 -0.66528
H: -5.66813 -4.34987 -1.18864
H: -4.76132 -3.00612 2.83648
H: -7.18083 -2.89084 3.32262
C: -0.69114 7.71684 3.67017
C: -1.54935 6.89755 2.93507
C: -2.40251 7.45518 1.98084
C: -2.38462 8.84032 1.76672
C: -1.52957 9.66604 2.50871
C: -0.68292 9.09716 3.46225
N: -3.26081 9.42959 0.74716
O: -4.01636 8.66819 0.12497
O: -3.19199 10.65342 0.56400
H: -0.02370 7.27679 4.40915
H: -1.55104 5.82282 3.10388
H: -3.06533 6.80313 1.41616
H: -1.50893 10.74311 2.35626
H: -0.01330 9.72935 4.04121
C: -9.70457 -7.63693 -4.81343
C: -9.75348 -6.26363 -4.56886
C: -10.11523 -5.79010 -3.30621
C: -10.42297 -6.70499 -2.28982
C: -10.38214 -8.08405 -2.53476
C: -10.02173 -8.54561 -3.80233
N: -10.77923 -6.21394 -0.95325
O: -10.82266 -4.98661 -0.78151
O: -11.01198 -7.05418 -0.07242
H: -9.41649 -8.00147 -5.79797
H: -9.50636 -5.56165 -5.36240
H: -10.14856 -4.71690 -3.13160
H: -10.62334 -8.80509 -1.75652
H: -9.98414 -9.61432 -4.00156
C: 7.97130 -4.18951 3.39302
C: 8.39679 -4.59614 2.12742
C: 9.76055 -4.66425 1.83600
C: 10.69389 -4.32569 2.82545
C: 10.26937 -3.90975 4.09440
C: 8.90281 -3.84285 4.37318
N: 12.12927 -4.41968 2.53333
O: 12.46463 -4.77344 1.39312
O: 12.92320 -4.14413 3.44426
H: 6.90698 -4.14338 3.61733
H: 7.66472 -4.86328 1.36830
H: 10.07599 -4.98310 0.84495
H: 10.98279 -3.63935 4.87006
H: 8.56328 -3.52406 5.35620

Calculated values
* HOMO level: -3.649 eV
* M: 961.79 g mol⁻¹
* Kohn-Sham gap: 3.70 eV
* charge: -1